(1)
Computed, not measured: C4H10NO3 as an isolated structure, with ωB97M-V/def2-TZVPD.

## Properties
Electronic energy ... -11939.4495 eV
M ... 120.128 g mol⁻¹
Strongest force on any atom ... 5.8 eV Å⁻¹
Charge ... -1
ΔE to the lowest compared entry with this formula, charge and spin ... 137.1 kcal per mole
Multiplicity ... 1
HOMO level ... -0.142 hartree

Last column: Löwdin charge in e.
Geometry (Å):
1 O 3.5758 -0.3165 0.5394  -0.17
2 C 2.5470 0.4869 0.3320  -0.37
3 C 1.2441 -0.0898 0.0580  -0.25
4 C -0.1315 0.5334 0.4789  -0.11
5 C -1.2370 0.2646 -0.5555  -0.44
6 O -2.2030 1.2463 -0.4674  -0.31
7 N 1.4460 -1.5373 -0.3449  0.04
8 H 2.4989 1.5120 0.7679  0.14
9 H 1.9951 0.6135 -0.7671  0.18
10 H 0.0142 1.5854 0.7070  0.10
11 H -0.4317 0.1171 1.4589  0.13
12 H -0.9141 0.2722 -1.6453  0.12
13 H -1.5802 -0.6413 -0.2054  0.05
14 H 2.2639 -1.3768 -0.9988  0.08
15 H 1.9711 -1.9191 0.5288  0.11
16 H -4.2583 -0.5866 -0.4111  0.00
17 H -3.0662 0.3341 0.1011  -0.03
18 O -3.7342 -0.4980 0.4236  -0.27

---

(2)
Computed, not measured: C4H10NO3 as an isolated structure, with ωB97M-V/def2-TZVPD.

## Properties
Electronic energy ... -11940.9590 eV
M ... 120.128 g mol⁻¹
Strongest force on any atom ... 6.3 eV Å⁻¹
Charge ... -1
ΔE to the lowest compared entry with this formula, charge and spin ... 102.3 kcal per mole
Multiplicity ... 1
HOMO level ... -0.176 hartree

Last column: Löwdin charge in e.
Geometry (Å):
1 C 0.7393 1.1555 0.4793  -0.08
2 C 1.0163 -0.0391 -0.5281  -0.41
3 C 0.4726 -1.3249 0.2714  -0.10
4 C -1.0160 -1.0316 0.4916  -0.72
5 O -1.4439 -0.7393 1.6199  -0.03
6 O -1.6942 -1.0151 -0.5897  -0.10
7 N 2.6562 -0.3325 -0.6307  -0.04
8 H 1.5650 1.8709 0.3879  0.06
9 H -0.2538 1.5923 0.2705  0.09
10 H 0.6740 0.7906 1.4990  0.07
11 H 1.9427 0.5476 -1.0921  0.07
12 H 1.0208 -1.4127 1.1999  0.09
13 H 0.7704 -2.1351 -0.4036  0.10
14 H 0.3309 0.0381 -1.3677  0.13
15 H 2.8076 -0.3150 0.4045  0.02
16 H -2.7878 0.1416 -0.3493  -0.02
17 H -3.3709 1.2853 -1.2745  -0.01
18 O -3.4291 0.9235 -0.3884  -0.14

---

(3)
Computed, not measured: a 2-piece molecular cluster, C4H10NO3 overall, with ωB97M-V/def2-TZVPD.

## Properties
Electronic energy ... -11942.8725 eV
M ... 120.128 g mol⁻¹
Strongest force on any atom ... 1.7 eV Å⁻¹
Charge ... -1
ΔE to the lowest compared entry with this formula, charge and spin ... 58.2 kcal per mole
Multiplicity ... 1
HOMO level ... -0.113 hartree

Last column: Löwdin charge in e.
Geometry (Å):
1 C 1.9188 1.0928 1.1580  0.00
2 C 1.1704 1.3529 -0.1574  -0.54
3 N 0.5405 0.3633 -0.8546  0.05
4 C 0.3087 -0.9887 -0.3334  -0.20
5 C -0.8551 -1.1406 0.7156  -0.57
6 O -0.9945 -2.3444 1.2013  -0.31
7 O 1.0824 2.5017 -0.5886  -0.02
8 H 1.1380 0.5258 1.6870  0.06
9 H 2.1422 2.0674 1.5765  0.07
10 H 2.8438 0.5530 1.1008  0.06
11 H -0.2165 0.6158 -1.4713  0.11
12 H 0.1304 -1.6864 -1.1553  0.11
13 H 1.2020 -1.3477 0.2014  0.10
14 H -0.6886 -0.2671 1.4663  0.09
15 H -1.8139 -0.8041 0.1583  0.06
16 H -2.4068 -0.7968 -1.1077  0.00
17 H -2.9655 0.5652 -1.6640  0.03
18 O -2.5365 -0.2621 -1.9328  -0.11

---

(4)
Computed, not measured: a 2-piece molecular cluster, C4H10NO7 overall, with ωB97M-V/def2-TZVPD.

## Properties
Electronic energy ... -20123.8392 eV
M ... 184.124 g mol⁻¹
Strongest force on any atom ... 4.6 eV Å⁻¹
Charge ... +1
ΔE to the lowest compared entry with this formula, charge and spin ... 58.8 kcal per mole
Multiplicity ... 1
HOMO level ... -0.413 hartree

Last column: Löwdin charge in e.
Geometry (Å):
1 C 1.0687 -0.2108 1.6590  -0.09
2 C -1.8919 -0.4002 -0.5756  -0.22
3 C 2.0007 0.1430 2.5671  -0.44
4 C -1.2386 0.1457 -2.0089  -0.58
5 N -0.1124 1.0501 -1.8846  0.14
6 O 1.3201 -0.6014 0.3081  -0.07
7 O -2.5103 0.4007 0.1774  0.26
8 O -1.8705 -1.6565 -0.2917  0.25
9 O 1.5815 0.6631 3.7296  0.12
10 O 3.3428 0.0769 2.3126  0.11
11 O -2.3510 0.7473 -2.6064  0.07
12 O -0.8401 -0.9569 -2.7161  0.10
13 H -0.0391 0.0249 1.9355  0.15
14 H -0.3177 2.0408 -1.5886  0.14
15 H 0.7104 0.5948 -1.3986  0.10
16 H 2.2639 -0.7403 0.1500  0.10
17 H -3.2469 -0.0776 0.6700  0.22
18 H -1.3627 -2.2024 -0.9397  0.18
19 H 2.1990 0.5277 4.3880  0.08
20 H 3.7606 0.6792 2.9025  0.10
21 H -2.4000 0.6504 -3.5963  0.16
22 H -0.0664 -0.8986 -3.1933  0.09